[1]
Density functional theory data (ωB97M-V/def2-TZVPD) for C22H37BrFeO3SSi as an isolated structure at a distorted geometry.

XYZ file:
```
66
C22H37BrFeO3SSi ωB97M-V/def2-TZVPD
C 3.0057 -0.2310 -3.6768
C 2.8644 -0.4728 -2.2848
C 1.4913 -0.6965 -2.0795
H 3.6807 -0.5166 -1.5492
C 0.7359 -0.3795 -3.2095
C 1.6670 -0.1634 -4.2661
H 1.3521 -0.1320 -5.3047
H 3.9189 -0.3807 -4.2679
H 1.0315 -1.0592 -1.1521
H -0.3437 -0.2524 -3.2756
Fe 2.1112 1.6953 -3.3718
Br 0.3328 3.0107 -2.0594
C 2.1460 3.6818 -4.1143
C 1.8594 2.7246 -5.1285
C 3.0029 1.8618 -5.2778
H 0.9749 2.6962 -5.7954
C 3.9506 2.2341 -4.2702
C 3.4012 3.3191 -3.5077
H 3.9311 3.9427 -2.7547
H 1.6529 4.6601 -4.0142
H 3.1685 1.1763 -6.0861
H 4.9886 1.8678 -4.2155
C -3.9928 0.9175 -0.1754
C -2.7730 1.1134 0.7167
C -2.1442 2.4449 0.3618
C -3.2035 1.0556 2.1708
O -1.8611 0.0086 0.4423
Si -0.3549 -0.2605 1.0612
S 1.0469 0.9494 0.3521
O -0.4173 0.0360 2.6970
C 0.4582 -0.0982 3.7808
C 1.8398 0.4778 3.5384
C -0.2098 0.6692 4.9167
C 0.6098 -1.5534 4.1921
O -0.1040 -1.9021 0.8621
C -1.0369 -2.9992 0.8271
C -0.2568 -4.2923 0.5562
C -1.7715 -3.1834 2.1483
C -2.0895 -2.8147 -0.2514
H -4.6832 1.7662 -0.0506
H -4.5584 0.0117 0.0751
H -3.7076 0.8974 -1.2319
H -2.9188 3.2177 0.4099
H -1.3004 2.7007 1.0021
H -1.7492 2.4128 -0.6624
H -3.6397 0.0763 2.3757
H -2.3590 1.1790 2.8425
H -3.9570 1.8303 2.3718
H 1.7734 1.4936 3.1557
H 2.3949 0.4920 4.4869
H 2.4036 -0.0904 2.7955
H -1.1769 0.2279 5.1699
H 0.4183 0.6505 5.8135
H -0.3541 1.7144 4.6289
H -0.3622 -1.9738 4.4506
H 1.0410 -2.1668 3.3932
H 1.2452 -1.6448 5.0883
H 0.4826 -4.4774 1.3462
H -0.9760 -5.1260 0.5694
H 0.2234 -4.2724 -0.4348
H -2.3981 -2.3162 2.3971
H -2.4056 -4.0801 2.1127
H -1.0619 -3.3487 2.9481
H -2.7543 -1.9715 -0.0314
H -1.6026 -2.6214 -1.1992
H -2.6805 -3.7362 -0.3582
```

Properties
Gap between HOMO and LUMO (alpha / beta) ... 4.42 / 4.85 eV
Total charge ... -2
HOMO energy (alpha / beta) ... 0.2407 / -0.1920 eV
Lowest unoccupied orbital energy (alpha / beta) ... 4.7 / 4.7 eV
Spin multiplicity ... 5

---

[2]
Density functional theory data (ωB97M-V/def2-TZVPD) for one molecule with the formula C10H14O2Si at a distorted geometry.

XYZ file:
```
27
C10H14O2Si ωB97M-V/def2-TZVPD
C 3.4318 -0.0295 -0.7660
O 2.4743 0.4349 0.1180
C 1.2310 -0.1312 -0.0907
O 1.1552 -1.4961 -0.1212
C 1.7266 -2.3003 0.8815
C 0.1261 0.8701 -0.0293
Si 0.7318 2.6901 0.0055
C -1.2794 0.4306 -0.0532
C -2.3126 1.0999 0.6373
C -3.5200 0.5204 0.6860
C -3.8568 -0.5692 -0.1037
C -2.8993 -1.1285 -0.9444
C -1.6265 -0.6371 -0.8792
H 3.0322 -0.8046 -1.3265
H 4.2503 -0.5818 -0.0759
H 3.8008 0.7524 -1.4858
H 1.3469 -2.0439 2.0068
H 2.7538 -2.1001 0.7648
H 1.5715 -3.3026 0.7424
H 0.9523 2.5791 1.4754
H -0.2042 3.8037 -0.1813
H 1.9978 3.1416 -0.5872
H -2.2375 1.9386 1.2927
H -4.2050 0.9918 1.3195
H -4.7740 -0.9846 -0.0944
H -2.8962 -2.0081 -1.6556
H -0.7707 -1.1355 -1.5354
```

Properties
Gap between HOMO and LUMO ... 8.52 eV
Total charge ... 0
HOMO energy ... -7.7634 eV
Lowest unoccupied orbital energy ... 0.8 eV
Spin multiplicity ... 1
Structure (SMILES) ... COC(OC)=C([SiH3])c1ccccc1
Relative energy (zero: lowest compared OMol25 entry of this formula, charge and spin) ... 175.3 kcal/mol

---

[3]
Density functional theory data (ωB97M-V/def2-TZVPD) for C32H30DyN2O8S3Sb as an isolated structure at a distorted geometry.

XYZ file:
```
77
C32H30DyN2O8S3Sb ωB97M-V/def2-TZVPD
Dy -0.5424 -0.5673 1.5727
C -3.9146 -0.0044 0.1927
C -3.3190 -1.3881 0.2012
C -2.3697 -1.7845 -0.7380
C -1.8957 -3.0974 -0.7699
C -2.3634 -4.0258 0.1378
C -3.2957 -3.6372 1.0995
C -3.7593 -2.3373 1.1341
H -5.0028 -0.0721 0.2347
H -3.6407 0.5318 -0.7155
H -3.5898 0.6096 1.0355
H -2.0321 -1.0681 -1.4771
H -1.1499 -3.3731 -1.5036
H -1.9931 -5.0422 0.1194
H -3.6496 -4.3508 1.8322
H -4.4753 -2.0372 1.8896
N 1.6226 1.7986 1.4103
N 0.4546 2.5731 1.5516
C -0.7435 2.0343 1.0954
O -1.7951 2.2868 1.6547
O -0.6310 1.1245 0.1338
H 1.7724 1.1652 2.1950
H 2.4205 2.4109 1.3214
H 0.3238 2.9861 2.4660
O 1.5554 -3.7057 3.2971
S 0.7418 -2.5407 3.2285
O -0.4844 -2.6609 2.3728
O 1.3890 -1.3011 2.7565
C 0.1061 -2.2304 4.8788
C 0.5040 -3.1628 5.8179
C 0.0653 -3.0948 7.1384
C -0.7840 -2.0871 7.5274
C -1.1928 -1.1340 6.5964
C -0.7665 -1.1838 5.2828
S -1.3871 0.1520 4.2617
O -2.1024 1.0557 5.0929
O -0.1861 0.6786 3.5684
O -2.1718 -0.5026 3.1749
H 1.1644 -3.9615 5.5134
H 0.3969 -3.8410 7.8483
H -1.1342 -2.0230 8.5489
H -1.8505 -0.3322 6.8992
S 1.1827 -1.3706 -0.4896
Sb 1.1846 0.4587 -1.8338
C -0.5198 0.5989 -3.0530
C -0.4576 -0.0234 -4.2998
C -1.5444 0.0137 -5.1643
C -2.7023 0.6791 -4.7946
C -2.7744 1.2981 -3.5551
C -1.6949 1.2558 -2.6858
C 2.6567 0.0367 -3.2839
C 3.4299 -1.1145 -3.2493
C 4.4004 -1.3321 -4.2234
C 4.5948 -0.4026 -5.2313
C 3.8233 0.7538 -5.2728
C 2.8623 0.9727 -4.2992
C 1.8033 2.4201 -1.4768
C 0.8869 3.4625 -1.4486
C 1.3241 4.7731 -1.2954
C 2.6755 5.0417 -1.1571
C 3.5969 4.0010 -1.1857
C 3.1639 2.6955 -1.3531
H 0.4347 -0.5507 -4.6138
H -1.4811 -0.4797 -6.1254
H -3.5495 0.7104 -5.4678
H -3.6800 1.8098 -3.2544
H -1.7858 1.7081 -1.7071
H 3.2822 -1.8500 -2.4671
H 5.0020 -2.2313 -4.1889
H 5.3500 -0.5764 -5.9874
H 3.9725 1.4832 -6.0585
H 2.2729 1.8831 -4.3385
H -0.1744 3.2716 -1.5373
H 0.6024 5.5792 -1.2737
H 3.0164 6.0611 -1.0288
H 4.6551 4.2064 -1.0864
H 3.8959 1.8965 -1.3900
```

Properties
Gap between HOMO and LUMO (alpha / beta) ... 7.95 / 9.09 eV
Total charge ... 0
HOMO energy (alpha / beta) ... -8.7957 / -8.8041 eV
Lowest unoccupied orbital energy (alpha / beta) ... -0.8 / 0.3 eV
Spin multiplicity ... 6
Relative energy (zero: lowest compared OMol25 entry of this formula, charge and spin) ... 42.0 kcal/mol

---

[4]
Density functional theory data (ωB97M-V/def2-TZVPD) for a 2-piece molecular cluster, C33H29O4 overall at a distorted geometry.

XYZ file:
```
66
C33H29O4 ωB97M-V/def2-TZVPD
C -3.8330 -0.6399 2.1893
C -2.7595 0.4309 2.2160
O -1.4849 -0.1632 2.1798
C -0.4879 0.7740 2.1820
C 0.8361 0.2145 2.1238
C 2.0837 0.8954 2.1429
O 2.2731 2.1006 2.2032
C 3.1981 -0.1291 2.1089
C 2.5434 -1.4831 2.4225
C 1.0620 -1.2639 2.0812
O -0.7003 1.9786 2.2362
H -4.8484 -0.2412 2.2221
H -3.7375 -1.2472 1.2892
H -3.7076 -1.3178 3.0334
H -2.8346 1.1152 1.3594
H -2.8107 1.0496 3.1220
H 3.6441 -0.1359 1.1098
H 3.9896 0.1414 2.8135
H 2.9831 -2.3172 1.8649
H 2.6515 -1.7268 3.4846
H 0.3785 -1.7710 2.7727
H 0.8231 -1.6259 1.0738
C -1.8637 -7.9300 4.1918
C -1.1450 -6.9966 3.4724
C -0.6411 -5.8740 4.0955
C -0.8408 -5.6621 5.4612
C -0.2945 -4.4661 6.1405
C -0.4976 -3.2252 5.6265
C 0.0166 -2.0427 6.2511
C -0.2140 -0.7993 5.7107
C 0.3013 0.4519 6.2637
C 1.6510 0.5986 6.6179
C 2.1051 1.7586 7.2027
C 1.2353 2.8069 7.4377
C -0.0919 2.6968 7.0687
C -0.5547 1.5407 6.4827
C 0.7368 -2.1934 7.4800
C 0.9959 -3.4043 8.0337
C 1.7982 -3.4850 9.2743
C 3.0175 -2.8117 9.3829
C 3.7509 -2.8618 10.5489
C 3.2845 -3.5750 11.6340
C 2.0787 -4.2406 11.5449
C 1.3435 -4.2009 10.3797
C 0.4817 -4.6209 7.3830
O 0.6950 -5.7252 7.8545
C -1.5666 -6.6174 6.1710
C -2.0730 -7.7347 5.5418
H -2.2480 -8.8124 3.7035
H -0.9687 -7.1551 2.4212
H -0.0666 -5.1557 3.5348
H -1.0848 -3.1193 4.7322
H -0.8274 -0.7406 4.8261
H 2.3373 -0.2006 6.3914
H 3.1444 1.8554 7.4717
H 1.5921 3.7104 7.9063
H -0.7675 3.5178 7.2468
H -1.5932 1.4460 6.2143
H 1.0540 -1.3105 8.0060
H 3.3847 -2.2549 8.5365
H 4.6947 -2.3466 10.6154
H 3.8647 -3.6197 12.5426
H 1.7126 -4.7932 12.3932
H 0.3979 -4.7108 10.3078
H -1.7217 -6.4655 7.2256
H -2.6289 -8.4653 6.1053
```

Properties
Gap between HOMO and LUMO ... 4.51 eV
Total charge ... -1
HOMO energy ... -3.2263 eV
Lowest unoccupied orbital energy ... 1.3 eV
Spin multiplicity ... 1
Relative energy (zero: lowest compared OMol25 entry of this formula, charge and spin) ... 7.4 kcal/mol

---

[5]
Density functional theory data (ωB97M-V/def2-TZVPD) for a 2-piece molecular cluster, C6H11S overall.

XYZ file:
```
18
C6H11S ωB97M-V/def2-TZVPD
C 1.0417 -0.8523 -0.9049
C 1.9833 -0.9467 0.2932
S 3.7354 -1.1629 -0.1741
H 0.9010 -1.8301 -1.3672
H 1.4744 -0.1915 -1.6564
H 0.0585 -0.4471 -0.6237
H 1.6936 -1.8065 0.9082
H 1.8686 -0.0670 0.9310
C -1.8577 1.7548 1.7996
C -2.7025 1.7099 0.7763
C -2.8258 0.5608 -0.1162
C -3.7051 0.4934 -1.1057
H -1.1979 0.9178 2.0060
H -1.7706 2.6147 2.4507
H -3.3315 2.5747 0.5663
H -2.1402 -0.2558 0.0879
H -3.7549 -0.3720 -1.7501
H -4.3731 1.3282 -1.2820
```

Properties
Gap between HOMO and LUMO ... 5.21 eV
Total charge ... -1
HOMO energy ... -2.1121 eV
Lowest unoccupied orbital energy ... 3.1 eV
Spin multiplicity ... 1
Relative energy (zero: lowest compared OMol25 entry of this formula, charge and spin) ... 5.7 kcal/mol

---

[6]
Density functional theory data (ωB97M-V/def2-TZVPD) for an isolated ion of composition C28H36IN4O7 and charge -1 at a distorted geometry.

XYZ file:
```
76
C28H36IN4O7 ωB97M-V/def2-TZVPD
C 0.4127 -2.4412 1.6216
C 0.1415 -0.9614 1.8847
O 0.9200 -0.3602 2.5953
N -1.0294 -0.2389 1.3726
C -2.0190 0.0188 2.3732
C -3.2025 -0.9466 2.4347
O -1.9430 0.8997 3.2060
C -0.8662 0.6487 0.2354
C -1.8395 1.8889 0.1931
C -3.2221 1.6668 -0.3825
C -3.4106 1.3989 -1.7228
C -4.6319 1.2240 -2.2895
C -5.7742 1.3091 -1.5328
C -5.6193 1.5946 -0.2076
C -4.3835 1.7778 0.3700
C -4.4126 2.1452 1.8491
C 0.5436 1.3179 0.1491
N 0.9262 1.6564 -1.2392
C 1.9807 2.7257 -1.3560
C 2.9018 2.9364 -0.1457
C 2.4416 4.1207 0.7616
C 3.6789 4.8129 1.3591
O 4.2996 3.9353 2.2911
C 1.2919 0.3683 -1.9599
I 3.2218 -0.4455 -1.4785
C 0.2902 -0.6931 -1.4480
N -0.9926 -0.1389 -1.0314
C -1.9454 -1.2304 -0.9560
C -2.4340 -1.7411 -2.2974
N -2.1544 -1.2977 -3.4483
H 0.8915 -2.8060 2.5305
H -0.5000 -3.0188 1.4595
H 1.1415 -2.5741 0.8107
H -2.7684 -1.9574 2.4092
H -3.7131 -0.8607 3.3908
H -3.8631 -0.8532 1.5716
H -1.8492 2.4039 1.1520
H -1.3604 2.6125 -0.4810
H -2.5291 1.3316 -2.3508
H -4.6943 1.0281 -3.3542
H -6.7606 1.1959 -1.9633
H -6.5134 1.7005 0.3996
H -4.7274 1.3240 2.4905
H -3.4853 2.6131 2.1637
H -5.1842 2.9183 1.9495
H 1.3608 0.7178 0.5503
H 0.4808 2.2116 0.7703
H 0.1275 2.0043 -1.7721
H 1.4568 3.6576 -1.5941
H 2.5959 2.5066 -2.2295
H 3.8622 3.2638 -0.5556
H 3.1173 2.0373 0.4271
H 1.7679 3.7800 1.5527
H 1.9236 4.8321 0.1052
H 3.3631 5.7633 1.8054
H 4.3733 5.0161 0.5404
H 3.9026 4.1408 3.1425
H 1.1113 0.4591 -3.0330
H 0.1711 -1.3787 -2.2880
H 0.8227 -1.2703 -0.6802
H -1.5430 -2.1043 -0.4189
H -2.8497 -0.9649 -0.4012
H -3.1258 -2.5884 -2.2463
H -1.5289 -0.4935 -3.3286
C 5.2292 -4.3137 0.1975
C 4.0861 -3.7485 -0.2785
C 3.0234 -4.7233 -0.8033
O 1.9066 -4.3106 -1.1850
C 3.3392 -6.1076 -0.8470
C 4.5088 -6.7177 -0.3813
C 5.5319 -5.7373 0.2452
O 6.5738 -6.1120 0.7687
O 4.7935 -7.9251 -0.4143
O 3.7826 -2.5012 -0.3313
H 6.0168 -3.6787 0.5951
H 2.5637 -6.7237 -1.2912
```

Properties
Gap between HOMO and LUMO ... 3.71 eV
Total charge ... -1
HOMO energy ... -2.6143 eV
Lowest unoccupied orbital energy ... 1.1 eV
Spin multiplicity ... 1

---

[7]
Density functional theory data (ωB97M-V/def2-TZVPD) for a 2-piece molecular cluster, C3H11N3O overall at a distorted geometry.

XYZ file:
```
18
C3H11N3O ωB97M-V/def2-TZVPD
C -0.3701 -1.2239 -0.4834
C 0.5880 2.5718 1.5795
C 1.1277 -1.1778 -0.7459
N -0.9679 0.1219 -0.5949
N -0.1955 1.5710 0.8946
N -1.0355 -2.0654 -1.4677
O -1.9941 0.4275 0.0477
H -0.6909 0.7057 -1.3884
H -0.2208 0.7428 1.4909
H -0.5747 -1.5118 0.5559
H -0.5555 -2.9505 -1.5890
H -1.9953 -2.2528 -1.2022
H 1.6281 2.2582 1.7723
H 0.5987 3.5007 1.0062
H 0.1600 2.8098 2.5663
H 1.3265 -0.8204 -1.7587
H 1.6208 -0.5261 -0.0263
H 1.5507 -2.1807 -0.6571
```

Properties
Gap between HOMO and LUMO (alpha / beta) ... 10.11 / 8.24 eV
Total charge ... 0
HOMO energy (alpha / beta) ... -9.2216 / -7.9341 eV
Lowest unoccupied orbital energy (alpha / beta) ... 0.9 / 0.3 eV
Spin multiplicity ... 1
Relative energy (zero: lowest compared OMol25 entry of this formula, charge and spin) ... 130.4 kcal/mol

---

[8]
Density functional theory data (ωB97M-V/def2-TZVPD) for a 2-piece molecular cluster, C9H13ClN3O2 overall at a distorted geometry.

XYZ file:
```
28
C9H13ClN3O2 ωB97M-V/def2-TZVPD
C 1.6639 2.1421 0.2124
C 0.3719 0.0927 0.0923
C -1.1638 4.6053 1.1280
C -1.2773 -2.8478 -1.1040
C 0.0531 -3.0534 -1.8315
C -0.9739 -1.8998 0.0407
C 0.5767 -1.4811 -1.7916
C -0.3458 0.4828 1.6077
C 0.6150 1.4082 2.2170
N 0.0849 -1.0259 -0.5232
N 1.4958 2.1213 1.5503
N 1.1426 1.0106 -0.4837
O -0.1883 4.1630 1.5996
O -2.0845 5.0239 0.5647
Cl -1.9371 1.3713 1.0242
H 2.5726 2.6348 -0.1116
H -1.9932 -2.2181 -1.7365
H -1.5236 -3.9434 -0.7551
H 0.7838 -3.7729 -1.4123
H -0.1649 -3.4221 -2.9137
H -1.8738 -1.3493 0.4085
H -0.4989 -2.4086 0.7754
H 1.7324 -1.5778 -1.8661
H 0.2477 -1.1129 -2.8053
H -0.6412 -0.4057 2.1382
H 0.5982 1.4979 3.3971
H 1.5234 2.9919 2.0654
H 1.2041 0.9728 -1.4867
```

Properties
Gap between HOMO and LUMO (alpha / beta) ... 7.64 / 7.64 eV
Total charge ... +1
HOMO energy (alpha / beta) ... -11.1665 / -11.1678 eV
Lowest unoccupied orbital energy (alpha / beta) ... -3.5 / -3.5 eV
Spin multiplicity ... 1
Relative energy (zero: lowest compared OMol25 entry of this formula, charge and spin) ... 0.0 kcal/mol

---

[9]
Density functional theory data (ωB97M-V/def2-TZVPD) for a 4-piece molecular cluster, C4H12N4O8 overall at a distorted geometry.

XYZ file:
```
28
C4H12N4O8 ωB97M-V/def2-TZVPD
C 1.0776 -3.0508 -0.2718
N 1.4873 -4.4500 0.0705
O 2.4971 -4.8423 -0.4667
O 0.8148 -5.0726 0.8577
H 0.2481 -2.7234 0.3471
H 0.8188 -3.0186 -1.3233
H 1.9287 -2.4347 0.0038
C -0.6363 -0.0212 -2.7440
N 0.4332 0.2786 -1.7692
O 0.2324 -0.0616 -0.6132
O 1.4414 0.8181 -2.1613
H -0.1858 -0.6803 -3.4882
H -0.9431 0.8499 -3.3186
H -1.4731 -0.4715 -2.2294
C -2.3086 0.1682 1.5176
N -3.4297 1.1294 1.6549
O -3.8958 1.5867 0.6384
O -3.8264 1.3731 2.7625
H -2.4573 -0.6019 2.2668
H -1.4161 0.7452 1.7615
H -2.2236 -0.2028 0.5063
C 2.1198 2.7502 0.4461
N 1.1096 3.2762 1.3780
O -0.0573 3.0925 1.0719
O 1.4638 3.7073 2.4494
H 3.1060 2.9913 0.8363
H 1.9821 3.1964 -0.5343
H 2.0924 1.6685 0.3512
```

Properties
Gap between HOMO and LUMO ... 10.36 eV
Total charge ... 0
HOMO energy ... -11.0698 eV
Lowest unoccupied orbital energy ... -0.7 eV
Spin multiplicity ... 1
Structure (SMILES) ... C[N+](=O)[O-].C[N+](=O)[O-].C[N+](=O)[O-].C[N+](=O)[O-]
Relative energy (zero: lowest compared OMol25 entry of this formula, charge and spin) ... 10.9 kcal/mol

---

[10]
Density functional theory data (ωB97M-V/def2-TZVPD) for one molecule with the formula C5H11NO at a distorted geometry.

XYZ file:
```
18
C5H11NO ωB97M-V/def2-TZVPD
C -2.0649 -0.0195 0.7782
C -1.3102 0.6314 -0.0973
O -2.1873 1.6738 -0.9495
C 0.0634 1.0102 -0.4534
N 0.7918 -0.2765 -0.2447
C 0.4011 -1.6697 -0.2365
C 2.0867 -0.0711 0.4081
H -3.1333 0.1635 0.7857
H -1.7398 -0.8993 1.3142
H -1.7625 2.5403 -1.0422
H 0.4167 1.8001 0.2143
H 0.1645 1.2957 -1.5033
H -0.4594 -1.8480 -0.8850
H 0.1844 -1.9951 0.7859
H 1.2044 -2.3106 -0.6189
H 2.4773 0.9424 0.2830
H 2.0041 -0.2554 1.4850
H 2.8629 -0.7123 -0.0236
```

Properties
Gap between HOMO and LUMO ... 8.86 eV
Total charge ... 0
HOMO energy ... -8.0452 eV
Lowest unoccupied orbital energy ... 0.8 eV
Spin multiplicity ... 1
Structure (SMILES) ... C=C(O)CN(C)C
Relative energy (zero: lowest compared OMol25 entry of this formula, charge and spin) ... 86.1 kcal/mol